The following is a quantum chemistry calculation of C14H22N4O3S in the gas phase, from the OMol25 dataset.

```
44
Properties=species:S:1:pos:R:3:forces:R:3:nbo_charge:R:1
C 2.449132 5.375953 1.627277 0.098 0.066 0.018 -0.245
O 1.446420 4.394715 1.588175 -0.230 -0.168 -0.084 -0.539
C 1.862674 3.154420 2.102342 0.021 -0.142 0.001 -0.075
C 0.725792 2.163461 1.949824 0.006 0.087 -0.206 -0.518
S 0.439554 1.821650 0.181011 0.244 0.345 -0.007 0.270
C -0.566150 0.420790 0.357316 -0.137 -0.148 -0.014 0.246
N -0.852738 -0.137874 1.525907 -0.061 -0.152 0.358 -0.543
C -1.661161 -1.173190 1.217921 0.049 0.240 -1.351 0.372
C -1.868707 -1.248331 -0.153746 -0.043 -0.222 0.815 -0.116
C -2.702042 -2.252393 -0.737655 0.159 0.171 0.199 0.655
O -2.971246 -2.438964 -1.906345 -0.085 -0.012 -0.274 -0.617
N -3.222286 -3.076775 0.263453 -0.256 -0.303 -0.233 -0.636
C -3.044597 -3.043862 1.633751 0.056 0.056 0.059 0.791
O -3.581534 -3.847450 2.361219 -0.191 -0.278 0.162 -0.629
N -2.221895 -2.042507 2.102574 -0.062 -0.050 0.039 -0.416
C -1.965523 -1.909919 3.518943 0.014 -0.028 0.302 -0.412
N -1.150690 -0.196660 -0.690908 0.067 0.148 0.594 -0.322
C -1.023817 0.121679 -2.089135 0.048 -0.112 -0.721 -0.211
C -0.195082 -0.925617 -2.836677 0.122 0.058 0.379 -0.408
C 1.240605 -1.077021 -2.323510 -0.009 -0.011 -0.282 -0.220
C 2.098718 0.129882 -2.694694 -0.153 -0.161 0.196 -0.609
C 1.854810 -2.352304 -2.897855 -0.102 0.162 0.241 -0.596
H 3.320534 5.078015 1.031311 -0.015 0.032 0.014 0.166
H 2.013674 6.279815 1.207599 0.094 0.042 0.022 0.198
H 2.775623 5.569550 2.656786 0.000 0.021 -0.038 0.165
H 2.755177 2.796746 1.564418 -0.047 0.032 0.095 0.171
H 2.121433 3.248673 3.170324 -0.042 -0.042 -0.135 0.178
H 0.952525 1.211811 2.424577 0.003 0.091 0.081 0.251
H -0.195814 2.576284 2.355763 0.051 -0.066 0.142 0.233
H -3.832360 -3.820228 -0.058363 0.116 0.135 0.081 0.431
H -0.905390 -2.065187 3.720112 -0.026 0.011 0.045 0.207
H -2.559331 -2.661996 4.034334 0.077 0.097 -0.040 0.249
H -2.245628 -0.910218 3.849466 0.017 -0.031 0.037 0.211
H -2.027623 0.147394 -2.522417 0.116 0.143 0.062 0.230
H -0.571488 1.113095 -2.160086 -0.118 -0.030 -0.034 0.215
H -0.176038 -0.648398 -3.891671 -0.020 -0.023 -0.111 0.210
H -0.715623 -1.881468 -2.756224 -0.056 0.022 -0.073 0.232
H 1.218794 -1.168162 -1.231229 -0.020 -0.014 -0.004 0.194
H 3.118487 -0.013424 -2.345267 0.133 0.064 0.031 0.210
H 1.714551 1.041232 -2.244165 0.051 0.147 -0.018 0.207
H 2.122668 0.256850 -3.774943 0.020 0.027 -0.168 0.200
H 1.881727 -2.301502 -3.984087 0.022 -0.022 -0.168 0.201
H 2.871567 -2.484010 -2.535164 0.127 -0.053 -0.005 0.207
H 1.272298 -3.224559 -2.610263 -0.040 -0.128 -0.007 0.210
```
Forces are in eV/Å.

Output
Kohn-Sham gap = 8.6 eV
F_max = 1.4 eV/A
LUMO level = 0.6 eV
Charge = 0
SMILES = COCCSc1nc2c(c(=O)[nH]c(=O)n2C)n1CCC(C)C
Relative energy (zero: lowest compared OMol25 entry of this formula, charge and spin) = 0.0 kcal per mole
Total energy = -37814.907 eV
Molar mass = 326.42 g/mol

The following is a quantum chemistry calculation of a molecular structure, C14H22N5O3S2Sc, from the OMol25 dataset.

```
47
Properties=species:S:1:pos:R:3:forces:R:3:nbo_charge:R:1
Sc -0.227713 0.757413 0.146925 0.595 0.500 0.347 1.568
N 0.916743 2.632913 1.222195 -1.636 0.968 0.229 -0.860
C 2.057375 3.366532 0.640688 0.301 -0.447 -1.073 -0.222
C 1.828280 3.751664 -0.843400 0.733 -1.146 1.230 -0.436
C 1.228420 2.590580 -1.638086 -0.536 -0.297 1.588 -0.218
N -0.286468 2.446598 -1.397657 0.690 0.551 0.915 -0.895
H 0.108400 3.313012 1.291398 1.004 -0.981 0.180 0.397
H 1.144182 2.409122 2.199394 -0.184 -0.026 -0.381 0.421
H 2.882873 2.664123 0.685129 0.318 -0.015 -0.044 0.210
H 2.346868 4.246956 1.192475 -0.116 0.248 0.411 0.224
H 2.817459 4.049540 -1.214399 -0.268 -0.302 -0.243 0.263
H 1.241207 4.634201 -0.910667 -0.847 0.802 -0.191 0.221
H 1.711358 1.632493 -1.294835 -0.220 0.708 -0.517 0.202
H 1.440312 2.750217 -2.652313 0.030 -0.135 -1.531 0.242
H -0.830401 2.290908 -2.232647 0.131 -0.134 -0.478 0.424
H -0.646767 3.330875 -1.002383 0.238 -0.535 -0.340 0.407
O -1.702521 1.564998 1.615069 -0.043 0.365 -0.015 -0.615
C -2.363582 0.564170 1.273408 0.201 -0.278 -0.479 0.645
N -1.605974 -0.589226 1.102566 -1.509 0.694 -0.508 -0.864
S -2.238629 -1.257507 -0.262997 0.122 -0.750 -0.670 2.269
O -1.307510 -0.599765 -1.283019 -0.518 -0.247 1.121 -0.945
O -2.370343 -2.668105 -0.276062 0.518 0.052 -0.278 -0.827
C -3.816909 -0.486320 -0.245851 0.725 -0.113 -0.647 -0.323
C -4.936636 -0.717820 -0.977445 -0.535 -1.893 -0.401 -0.145
C -6.050944 0.061623 -0.737123 -2.162 -0.070 -1.449 -0.176
C -5.964537 1.140720 0.083930 1.374 1.798 1.643 -0.138
C -4.724927 1.435507 0.812561 -4.071 -0.202 -1.827 -0.133
C -3.728299 0.573256 0.622197 2.527 -0.264 1.635 -0.162
H -5.099010 -1.593514 -1.604169 0.596 0.213 -0.090 0.265
H -7.030365 -0.174014 -1.296459 1.736 0.423 1.038 0.266
H -6.793418 1.846881 0.224211 0.285 -0.546 -0.058 0.251
H -4.774407 2.277540 1.434016 0.525 0.899 0.962 0.252
S 1.934862 -0.304739 0.799136 0.184 0.092 0.308 -0.302
C 2.422143 -1.987670 0.684633 -0.427 0.892 -0.715 0.413
N 2.031059 -2.705337 -0.344388 -0.113 -0.943 0.672 -0.547
C 2.508633 -4.091556 -0.593715 0.272 1.001 -1.119 -0.225
C 3.978293 -3.936925 -0.193596 -0.635 -1.470 -0.083 -0.427
C 3.998968 -3.726936 1.288660 1.177 1.530 0.918 -0.225
N 3.323111 -2.413482 1.526257 -0.011 0.147 1.892 -0.552
H 1.397758 -2.240580 -0.928109 -0.941 0.292 -1.139 0.419
H 2.445618 -4.272580 -1.683127 -0.242 0.061 0.601 0.239
H 1.881959 -4.806866 -0.052917 0.401 0.010 0.005 0.230
H 4.276935 -2.995209 -0.689090 0.615 -0.807 0.092 0.226
H 4.597736 -4.820765 -0.448284 -0.335 0.708 -0.064 0.265
H 5.044994 -3.615740 1.582453 -0.104 0.206 0.232 0.240
H 3.580108 -4.469240 1.954098 -0.348 -0.448 -0.315 0.230
H 3.353704 -1.857968 2.421338 0.504 -1.112 -1.363 0.448
```
Forces are in eV/Å.

Output
Kohn-Sham gap = 8.9 eV
F_max = 4.5 eV/A
LUMO level = -6.6 eV
Charge = +2
Relative energy (zero: lowest compared OMol25 entry of this formula, charge and spin) = 19.8 kcal per mole
Total energy = -70828.136 eV
Molar mass = 417.45 g/mol

The following is a quantum chemistry calculation of a molecular structure, C14H23CeF3NP, from the OMol25 dataset.

```
43
Properties=species:S:1:pos:R:3:forces:R:3:lowdin_charge:R:1
C 0.538447 3.296545 -1.745622 0.608 0.088 0.438 -0.019
C -0.756756 2.867444 -1.523298 -0.141 -0.334 0.152 -0.022
C -1.031439 1.729926 -0.751904 0.282 0.203 -0.190 -0.250
C 0.012940 1.038850 -0.098953 0.042 -0.920 -0.184 -0.194
C 1.338992 1.447030 -0.412748 0.078 0.193 -0.223 -0.283
C 1.601317 2.585460 -1.187116 -0.416 -0.426 0.213 -0.013
C -2.461421 1.236336 -0.882070 -0.868 0.493 0.027 -0.120
C -2.880275 -0.082206 -0.194803 -0.717 1.631 -0.697 -0.178
N -1.842248 -1.090215 -0.314622 -1.823 -1.830 -4.172 -0.491
Ce -0.654421 -0.803467 1.382129 1.733 0.096 1.686 1.239
C 2.537595 0.595128 -0.048498 -0.222 0.402 0.580 -0.276
P 2.003997 -1.054973 0.600686 2.062 0.867 -1.294 0.790
H -1.587857 3.386481 -1.983216 0.019 0.058 -0.117 0.130
H 2.644951 2.861462 -1.351222 -0.374 0.045 -0.153 0.132
H 0.748521 4.172717 -2.350260 -0.154 -0.088 0.036 0.127
H 3.177508 1.101123 0.695905 -0.223 -0.194 -0.203 0.112
H 3.167090 0.405927 -0.940070 -0.297 0.146 0.473 0.112
H -3.147538 2.046779 -0.564425 0.171 -0.538 0.019 0.152
H -2.671897 1.121846 -1.962728 0.021 0.128 0.526 0.135
H -3.129519 0.102822 0.861823 -0.042 -0.177 0.171 0.131
C 3.442664 -1.465276 1.617165 -0.258 -0.427 0.644 -0.235
C 2.413646 -1.981638 -0.918359 -0.528 -0.687 -0.005 -0.229
H -3.788168 -0.482554 -0.688894 0.246 0.334 0.511 0.169
C -1.444280 -1.199386 -1.787334 0.009 -0.357 0.329 0.050
C -2.400024 -2.414501 0.124093 0.047 0.391 -2.262 -0.137
H 0.050708 0.397259 3.573959 -0.506 0.734 -0.559 0.137
H -2.247817 -1.706251 -2.326936 0.144 -0.119 0.103 0.130
H -1.295691 -0.230789 -2.225132 0.022 0.346 0.163 0.093
H -0.495349 -1.707012 -1.904941 0.000 -0.489 0.256 0.099
H -3.227639 -2.677990 -0.530837 -0.172 -0.070 0.145 0.142
H -1.563086 -3.222398 -0.034055 -1.062 0.825 0.264 0.008
H -2.720173 -2.392814 1.143515 -0.437 -0.108 0.921 0.083
H 3.487062 -1.827920 -1.101613 -0.391 -0.106 0.002 0.070
H 2.204309 -3.044744 -0.755230 0.143 0.108 -0.269 0.061
H 1.836188 -1.613338 -1.775542 0.158 -0.100 0.190 0.055
H 4.318974 -1.579987 0.968733 -0.177 0.062 0.220 0.073
H 3.616301 -0.674364 2.354300 0.035 -0.215 -0.067 0.062
H 3.227890 -2.406597 2.132456 0.384 0.074 0.041 0.058
H -0.819024 -3.615302 0.717094 1.889 0.572 1.145 0.151
F -1.018316 1.514494 4.765728 1.178 0.626 -2.241 0.141
C -0.424270 1.423166 3.535324 1.155 1.350 1.769 -0.372
F -1.407774 1.635238 2.581110 1.401 -0.805 0.889 0.070
F 0.645862 2.307709 3.306417 -3.020 -1.783 0.723 0.110
```
Forces are in eV/Å.

Output
Kohn-Sham gap (alpha / beta) = 5.5 / 5.4 eV
F_max = 4.9 eV/A
LUMO level (alpha / beta) = -9.3 / -9.3 eV
Charge = +2
Total energy = -46728.189 eV
Molar mass = 433.43 g/mol

The following is a quantum chemistry calculation of a molecular structure, C14H23Cl5FeGePSe5, from the OMol25 dataset.

```
50
Properties=species:S:1:pos:R:3:forces:R:3:nbo_charge:R:1
Fe -1.352636 1.259198 0.463732 -0.346 -0.463 0.066 0.151
Se -0.495983 1.662587 2.627280 0.228 -0.057 0.358 -0.018
Se -0.595803 3.836217 3.255338 -0.154 -0.055 -0.297 0.100
Se -2.117222 4.632906 1.667413 -0.043 0.281 0.357 0.005
Se -1.503461 3.527632 -0.241732 0.027 0.180 -0.348 -0.386
C 5.045237 -1.030620 1.577528 0.034 -0.006 0.024 -1.086
Ge 3.770503 -0.679810 0.145606 -0.074 -0.009 -0.013 1.626
C 3.152799 -2.345484 -0.656761 -0.002 -0.026 -0.024 -1.096
C 4.585100 0.438036 -1.231943 0.021 0.015 -0.031 -1.097
C 2.219685 0.261388 0.919229 -0.049 0.115 0.006 -1.035
Se 0.938564 0.835899 -0.447259 0.121 -0.118 -0.024 0.454
C 1.747189 2.582357 -0.705693 0.027 -0.029 0.063 -0.786
H 5.920807 -1.544824 1.181526 0.021 -0.012 0.000 0.235
H 4.599291 -1.659660 2.347129 -0.013 -0.007 0.020 0.236
H 5.375681 -0.100669 2.039277 0.005 0.017 0.016 0.233
H 3.975557 -2.851725 -1.161735 0.022 0.009 -0.012 0.235
H 2.373428 -2.144478 -1.392437 -0.016 -0.009 -0.015 0.235
H 2.752469 -3.020476 0.098881 -0.007 -0.011 0.019 0.237
H 5.389747 -0.107433 -1.724765 0.020 -0.014 -0.001 0.237
H 5.004950 1.349859 -0.806957 0.005 0.019 0.002 0.230
H 3.849250 0.708746 -1.989623 0.010 -0.012 -0.027 0.232
H 2.510952 1.162917 1.459346 0.004 -0.013 0.016 0.240
H 1.685263 -0.382710 1.614543 0.003 0.000 -0.031 0.254
H 2.796406 2.436099 -0.952761 -0.047 0.016 0.013 0.224
H 1.631427 3.162690 0.206821 -0.009 0.016 -0.007 0.232
H 1.232570 3.088186 -1.516566 -0.020 0.000 -0.018 0.240
C -1.845495 -1.114273 -2.046602 0.016 0.015 -0.060 -0.963
P -2.221447 0.586175 -1.510040 0.068 -0.011 0.026 1.096
C -1.715346 1.548539 -2.976705 0.055 -0.013 0.012 -0.966
C -4.034889 0.628309 -1.630590 -0.023 0.015 -0.007 -0.959
H -2.248315 -1.284583 -3.046405 -0.012 -0.011 -0.001 0.228
H -2.283667 -1.835055 -1.356059 0.003 0.044 0.004 0.246
H -0.766610 -1.272145 -2.062546 -0.046 0.025 -0.016 0.251
H -2.112069 1.107214 -3.892141 -0.024 -0.001 0.012 0.232
H -0.625237 1.566997 -3.043862 -0.019 -0.010 -0.002 0.238
H -2.072822 2.574216 -2.884795 0.000 -0.004 -0.005 0.255
H -4.346713 0.326166 -2.631733 -0.023 0.007 0.003 0.229
H -4.390170 1.637490 -1.423556 0.008 0.001 -0.002 0.254
H -4.476854 -0.049772 -0.899834 0.032 0.008 0.011 0.247
Cl -3.836220 1.304246 1.729052 0.063 0.035 -0.050 0.071
C -3.210406 -0.325423 1.844090 -0.025 0.087 0.031 -0.103
C -1.972135 -0.525445 1.240751 0.028 0.075 0.022 -0.352
C -1.501806 -1.826176 1.348821 0.063 -0.108 -0.155 0.005
Cl -0.007366 -2.244936 0.550616 0.051 -0.027 0.108 -0.011
C -2.183338 -2.845552 2.018089 -0.010 -0.001 -0.007 -0.118
Cl -1.533740 -4.438973 2.110422 0.015 0.034 -0.010 0.051
C -3.413817 -2.575229 2.611432 -0.011 -0.004 -0.008 -0.093
Cl -4.280341 -3.810367 3.437580 0.012 0.014 -0.004 0.057
C -3.944095 -1.290545 2.517458 -0.008 -0.002 -0.005 -0.083
Cl -5.468871 -0.917708 3.221141 0.019 0.001 -0.010 0.056
```
Forces are in eV/Å.

Output
<S²> = 1.2245
Kohn-Sham gap (alpha / beta) = 7.5 / 5.5 eV
F_max = 0.6 eV/A
LUMO level (alpha / beta) = 0.0 / -2.1 eV
Charge = 0
Spin multiplicity = 2
Relative energy (zero: lowest compared OMol25 entry of this formula, charge and spin) = 0.0 kcal per mole
Total energy = -504428.248 eV
Molar mass = 922.83 g/mol